# C2H5O5P

3 unconnected molecules or ions with the total composition C2H5O5P at a distorted geometry (ωB97M-V/def2-TZVPD, the OMol25 dataset).

Computed properties:
Total charge = -2
Spin multiplicity = 3
Calculated total energy = -796.7533 Eh

Last column: Mulliken spin population.
Element x y z (Å)
C  2.314  -0.639  -0.162  0.01
C  3.842  -0.999  -0.292  0.00
O  -4.629  -1.396  0.178  0.40
O  -4.432  0.949  -0.609  0.29
O  -2.637  2.420  0.765  0.04
O  4.428  -0.558  -1.296  0.00
O  4.317  -1.687  0.627  0.00
P  -3.767  -0.173  0.162  1.32
H  1.988  -0.038  -1.010  0.00
H  2.147  -0.084  0.761  0.00
H  1.725  -1.555  -0.119  0.00
H  -1.972  1.729  0.808  -0.02
H  -3.323  2.031  0.186  -0.03